# C11H14N2

A 2-piece molecular cluster, C11H14N2 overall at a distorted geometry (wB97M-V/def2-TZVPD, the OMol25 dataset).

```
27
Properties=species:S:1:pos:R:3:forces:R:3
C -1.5618 2.9534 -0.3742 1.1520 -0.0731 0.7908
C -1.5478 2.1623 0.8853 -1.0431 -1.7526 0.4496
C -2.1597 0.9413 1.0999 0.6771 0.2063 -0.5867
N -1.7532 0.4887 2.3373 0.2195 1.1628 0.4578
C -0.9884 1.5104 2.8646 0.3517 -0.4144 -0.6994
N -0.8281 2.4720 2.0089 -0.0707 1.1077 -0.0156
H -0.7378 2.5653 -0.9851 -0.2625 0.1148 -0.2889
H -1.2678 3.9679 -0.0996 -0.5077 0.1708 -0.3929
H -2.5065 2.8384 -0.8852 -0.1123 0.3438 -0.2141
H -2.7721 0.3249 0.4632 0.0086 0.0450 -0.0554
H -1.5783 -0.4756 2.5378 -0.4229 -0.2949 0.3892
H -0.5495 1.5680 3.8438 -0.0276 -0.5600 0.1716
C -0.7402 -2.2438 -0.2360 0.2117 0.9290 -0.0609
C 0.5938 -1.6823 -0.7232 -1.6951 1.8470 0.8129
C 1.5193 -2.5099 -1.2748 1.0189 -0.0322 -0.1805
C 2.8286 -2.0445 -1.5432 -1.5580 -1.1309 -0.6543
C 3.0911 -0.6943 -1.5029 0.5628 -0.2341 0.4936
C 2.1159 0.1781 -1.0246 -0.2682 -0.1817 -0.4618
C 0.8788 -0.3006 -0.6108 0.9250 -0.1706 -0.2213
H -0.5307 -3.2613 0.0693 -0.6879 -0.2694 -0.0143
H -1.5556 -2.1096 -0.9433 0.1872 -0.7156 -0.7064
H -1.2033 -1.6678 0.5734 0.7925 -0.1399 0.4065
H 1.1791 -3.5079 -1.5353 0.5244 -0.1996 0.3053
H 3.4820 -2.8376 -1.8869 0.5458 0.5304 -0.1213
H 4.0777 -0.3375 -1.7712 -0.0536 0.1077 -0.0347
H 2.3041 1.2437 -1.0583 0.0170 0.0149 0.2569
H 0.2104 0.4585 -0.2290 -0.4847 -0.4110 0.1742
```
Forces are in eV/Å.

For the HOMO energy, the calculation gives -8.587 eV. As for the energy above the lowest of the compared OMol25 structures with the same formula, charge and spin: 66.2 kJ/mol. Its SMILES is Cc1c[nH]cn1.Cc1ccccc1. The value obtained for the largest force on an atom is 0.0513 hartree/bohr.

# C9H15O3P

One molecule with the formula C9H15O3P at a distorted geometry (wB97M-V/def2-TZVPD, the OMol25 dataset).

```
28
Properties=species:S:1:pos:R:3:forces:R:3
C -2.5309 1.1954 -0.7597 -0.3057 -0.6192 -1.5248
C -3.4193 1.0773 0.4103 1.3810 0.2437 -2.7198
C 1.8245 1.0510 -0.3439 1.2406 1.7435 -0.5941
C -0.5841 -0.0286 -0.0736 -0.7407 2.7749 0.4710
C 4.1512 0.5540 0.4576 -3.0550 -2.2262 2.2921
C -0.5239 -2.4395 -0.6764 -2.5466 -2.0766 1.9059
C -2.9270 1.0727 1.5877 0.3057 -1.5923 3.0043
C 3.1279 0.3677 -0.6819 2.1002 3.3016 -1.5883
C -1.3440 -1.3153 0.0081 1.3862 0.2178 -3.1789
O 1.5100 2.1785 -0.6446 0.0123 -0.7748 -0.0140
O -1.1723 1.2132 -0.4687 2.5192 -3.3065 1.2880
O 1.4349 -1.3131 1.1751 0.1045 0.7215 0.2562
P 0.8784 0.0538 0.8709 -0.5437 -1.1242 -0.0653
H -2.6915 0.4382 -1.5605 -0.4367 0.5619 0.4012
H -2.6637 2.1738 -1.1609 -0.4327 0.7242 -0.7716
H -4.4257 1.0813 0.1726 -2.0425 0.0859 -0.1481
H 4.9103 1.1886 0.2043 1.6305 2.1099 -0.3963
H 3.5942 0.8267 1.4512 1.3309 -0.2584 -1.7109
H 4.6089 -0.4236 0.6244 -0.0184 0.0841 0.2539
H -0.3099 -2.1006 -1.6209 0.6485 0.6239 -2.4201
H -1.1302 -3.4574 -0.7931 1.2399 2.2333 0.5134
H 0.3518 -2.5458 -0.1110 1.3274 -0.8099 0.4816
H -3.6827 0.8982 2.3343 0.3391 0.3267 0.9103
H -1.8728 0.8414 1.7784 -0.5019 0.7888 0.2232
H 3.6850 0.7195 -1.6499 -1.6393 -0.1248 1.5054
H 2.9436 -0.6149 -0.8358 -0.6161 -3.2316 -0.2318
H -2.1286 -1.2350 -0.6897 -1.8561 0.2909 -0.0036
H -1.6141 -1.4575 0.9957 -0.8307 -0.6879 1.8612
```
Forces are in eV/Å.

For the HOMO energy (spin up / spin down), the calculation gives -8.333 / -8.333 eV. As for the energy above the lowest of the compared OMol25 structures with the same formula, charge and spin: 139.5 kJ/mol. The value obtained for the largest force on an atom is 0.0860 hartree/bohr.

# C3H5NOS2

One molecule with the formula C3H5NOS2 at a distorted geometry (wB97M-V/def2-TZVPD, the OMol25 dataset).

```
12
Properties=species:S:1:pos:R:3:forces:R:3
C 2.5866 -1.4618 -0.0797 -3.0224 3.6730 -0.2313
N 1.5223 -0.7976 -0.6332 2.8374 -1.3889 3.9451
S 0.6038 0.0761 0.6913 1.1459 0.6961 -1.2264
C -0.4906 1.2369 -0.2735 0.8306 3.2493 1.6728
O -1.5064 0.4611 -0.7006 -1.6663 -1.0126 -1.1286
C -2.2559 0.0146 0.2923 -3.2253 0.2152 1.2643
S -3.3818 -1.2324 0.0527 2.2133 2.2926 0.8723
H 3.1877 -1.8901 -0.8528 0.3813 -0.7200 -0.0838
H 3.0155 -1.3559 1.0305 -1.3421 -0.3583 -2.4529
H -0.1287 1.8843 -1.0721 0.8847 -1.1353 -0.5253
H -0.9493 2.2137 0.3147 1.2507 -2.7077 -0.0437
H -2.2034 0.8509 1.2305 -0.2876 -2.8035 -2.0627
```
Forces are in eV/Å.

For the HOMO energy, the calculation gives -8.838 eV. As for the energy above the lowest of the compared OMol25 structures with the same formula, charge and spin: 424.7 kJ/mol. Its SMILES is C=NSCOC=S. The value obtained for the largest force on an atom is 0.0983 hartree/bohr.

# C21H24BeCl5FN2NaO7

C21H24BeCl5FN2NaO7 as an isolated structure at a distorted geometry (wB97M-V/def2-TZVPD, the OMol25 dataset).

```
62
Properties=species:S:1:pos:R:3:forces:R:3
C -5.3338 0.8805 -1.2174 -0.2263 0.0772 0.2309
C -4.8907 0.0303 -0.4927 -0.5873 -0.7140 0.1833
C -4.6192 -1.1483 0.3796 0.1107 0.7871 -0.1580
C -3.5486 -0.8128 1.4153 -0.1262 -0.4821 -0.2253
C -3.8768 0.1069 2.4247 0.7024 0.0482 0.5135
C -2.9564 0.4420 3.4233 0.2719 -0.4552 -0.5444
C -1.6786 -0.1333 3.3971 -0.2134 -0.2773 -0.0255
C -1.3479 -1.0399 2.3959 -0.0563 -0.2457 -0.2907
C -2.2789 -1.3982 1.3865 0.2329 0.4286 0.6593
C -1.7979 -2.3952 0.3590 0.9510 0.0593 -0.2875
O -2.4961 -3.2103 -0.1948 -0.4498 0.0593 -0.0140
C -0.3137 -2.3724 0.0785 0.0359 0.4128 0.3930
C 0.5492 -2.0492 1.0486 -0.0999 -0.1490 0.4939
C 0.0141 -1.6894 2.3748 -0.7723 0.6714 -0.8926
O 0.6288 -1.8707 3.4257 0.0299 -0.9859 0.6278
H -5.8647 1.6413 -1.7655 0.4806 -0.1823 0.0699
H -5.5337 -1.4093 0.9298 0.0660 0.1578 -0.2020
H -4.3748 -2.0119 -0.2388 0.2039 0.1442 0.1849
H -4.8567 0.5758 2.4520 0.0652 -0.1566 -0.2101
H -3.2081 1.1319 4.2226 -0.0727 -0.0165 -0.1986
H -0.9318 0.0902 4.1539 -0.1491 0.0401 -0.0868
H 0.1034 -2.6112 -0.8982 -0.3930 -0.3624 0.1088
H 1.6355 -2.0513 0.8969 -0.1678 -0.7099 -0.0990
Be 0.2316 -3.9754 4.1224 0.4605 0.6163 0.1371
O -6.9775 3.2157 -2.3757 -1.9328 1.2116 0.2103
H -7.4278 3.9242 -2.8754 0.5524 0.0427 -0.5639
C -9.9188 3.4447 -1.8100 -1.4509 -1.3277 -0.0043
O -9.1017 4.4173 -2.2587 1.7403 -1.0061 0.4095
H -9.4415 2.6573 -1.2044 0.3046 0.3668 0.1089
H -10.7272 3.7933 -1.1362 0.3908 0.5660 0.0930
H -10.4541 2.8654 -2.5834 0.3410 0.2531 -0.3187
N 2.0891 -6.5773 2.7046 0.0434 -0.1098 0.0006
C 1.9574 -7.0347 1.4331 -0.0486 0.0462 -0.0098
C 2.4301 -8.3252 1.3921 -0.0322 0.0094 0.0493
C 2.8659 -8.6596 2.6934 0.0258 -0.1901 0.1521
C 2.6415 -7.5606 3.4871 -0.3049 0.0582 -0.2873
H 1.8250 -5.6544 3.0164 0.0262 0.0355 -0.1578
H 1.5432 -6.4046 0.6621 0.1829 0.1299 -0.0290
H 2.4621 -8.9545 0.5195 0.0182 0.0135 0.0010
H 3.2976 -9.5940 3.0137 0.0125 0.0099 -0.0039
H 2.8371 -7.4043 4.5287 1.1236 -0.2784 -0.9316
Na 1.8940 -6.9357 5.8974 -1.0788 0.6881 0.6565
C 2.2489 1.8440 0.2212 0.0268 0.1892 -0.4842
Cl 2.5150 2.7191 -1.2763 -0.1029 -0.1845 0.1616
Cl 1.3516 2.8472 1.3842 -0.0004 -0.0159 0.1537
Cl 1.3886 0.3193 -0.0496 0.2218 0.6896 -0.0623
H 3.2109 1.6075 0.6574 -0.0657 -0.0398 0.0698
C 5.5741 5.5602 -3.8630 0.1232 -0.1128 -0.2229
N 5.0323 4.2063 -3.5718 -0.1257 0.0281 0.0204
O 5.8252 3.2688 -3.5814 0.0319 0.0164 -0.0505
O 3.8525 4.1415 -3.3540 0.4197 -0.0330 0.3417
H 6.6377 5.4813 -4.0428 -0.2187 -0.1878 -0.0024
H 5.0575 5.9332 -4.7436 -0.1330 0.0273 0.1015
H 5.3718 6.1854 -2.9974 -0.1083 0.0094 -0.0453
F 1.7402 4.2217 -4.4974 -0.2923 0.0852 -0.2323
O 2.9609 -3.5825 -0.2151 -0.5024 -0.0152 0.5098
H 3.4099 -3.7859 0.6159 0.1472 -0.0021 -0.0650
C 7.7737 8.7333 -3.8801 -0.0031 0.0604 0.0502
Cl 6.8747 8.8455 -5.3970 -0.0087 0.0545 0.0161
Cl 8.4214 7.1095 -3.6216 0.4143 0.2897 0.1160
H 8.5983 9.4361 -3.9105 0.0189 -0.0575 -0.0736
H 7.1062 8.9753 -3.0605 -0.0528 -0.0852 -0.0445
```
Forces are in eV/Å.

For the HOMO energy, the calculation gives -3.745 eV. Its charge is -1. The value obtained for the largest force on an atom is 0.0445 hartree/bohr.

# C4HBrN2

One molecule with the formula C4HBrN2 at a distorted geometry (wB97M-V/def2-TZVPD, the OMol25 dataset).

```
8
Properties=species:S:1:pos:R:3:forces:R:3
N -0.3509 2.8933 0.0446 -0.1756 0.3408 0.3907
C -0.5365 1.7631 0.1111 0.6892 0.6478 -0.8834
C -0.6553 0.3700 -0.0665 2.6630 0.5630 0.6925
C 0.3986 -0.4569 -0.0299 1.2580 1.9737 0.2238
Br 2.3255 0.1778 0.0233 -2.3577 -0.6849 0.0573
C 0.2371 -1.8361 0.0433 0.4663 -0.3804 -0.4574
N 0.2010 -2.9764 0.0799 -0.2205 -1.0458 0.1346
H -1.6194 0.0652 -0.2059 -2.3227 -1.4142 -0.1581
```
Forces are in eV/Å.

For the HOMO energy, the calculation gives -10.793 eV. As for the energy above the lowest of the compared OMol25 structures with the same formula, charge and spin: 0.0 kJ/mol. Its SMILES is N#C/C=C(\Br)C#N. The value obtained for the largest force on an atom is 0.0546 hartree/bohr.

# C31H35FFeN8O6S2

C31H35FFeN8O6S2 as an isolated structure (wB97M-V/def2-TZVPD, the OMol25 dataset).

```
84
Properties=species:S:1:pos:R:3:forces:R:3
Fe -1.7269 0.6506 1.6101 -0.3263 -0.3013 -0.0090
O -3.4698 1.2267 2.6007 -0.2589 0.0015 0.2003
N -4.4712 0.4329 2.7817 0.1535 0.1498 -0.0788
N -4.3938 -0.6164 2.0684 -0.1260 -0.0489 0.1830
O -3.4214 -0.8652 1.2685 0.1201 0.2032 -0.1502
C -5.4537 -1.5767 2.1870 0.1117 0.0056 -0.0374
C -6.6361 -1.2669 2.8463 0.0083 -0.0452 -0.0044
C -7.6295 -2.2276 2.9181 -0.0163 -0.0403 -0.0032
C -7.4475 -3.4792 2.3407 -0.0312 0.0148 0.0121
C -6.2577 -3.7699 1.6921 0.0152 -0.0010 -0.0095
C -5.2508 -2.8193 1.6085 -0.0890 0.0323 0.0527
H -6.7617 -0.2937 3.2949 0.0030 0.0163 -0.0133
H -8.5544 -1.9946 3.4296 -0.0175 -0.0090 0.0004
H -8.2322 -4.2225 2.3976 -0.0026 -0.0057 0.0132
H -6.1045 -4.7456 1.2492 -0.0096 -0.0096 -0.0045
H -4.3099 -3.0134 1.1174 0.0183 0.0162 -0.0114
C 4.6658 -3.7560 1.4297 0.0355 -0.0170 -0.0067
C 3.4314 -4.0450 0.5890 -0.0743 -0.0638 -0.1041
N 2.5153 -2.9139 0.5385 0.0431 0.1434 0.0729
C 1.5373 -2.8297 1.4942 -0.1222 -0.0812 0.0165
C 0.7157 -1.7808 1.7110 -0.0507 0.0293 0.0408
C -0.3318 -1.9190 2.8366 0.0244 -0.0731 -0.0904
O -0.2225 -2.9395 3.5230 0.0071 -0.0691 0.0499
O -1.1740 -0.9964 2.9274 0.0604 0.2221 -0.1266
C 0.9023 -0.5995 0.9177 -0.0624 0.2571 -0.0869
O 0.2922 0.4638 1.0157 0.3655 -0.1693 0.0626
C 1.9581 -0.6807 -0.1151 -0.0207 0.2104 -0.0572
C 2.1366 0.4311 -0.9418 0.0057 -0.3036 0.1048
C 3.1100 0.4120 -1.9014 0.0758 -0.1962 0.1405
F 3.3053 1.5113 -2.6682 0.0135 0.1349 -0.0747
C 3.9190 -0.7110 -2.0919 -0.0879 -0.2372 0.0140
C 3.7265 -1.8243 -1.2793 -0.0533 0.1941 -0.1671
C 2.7501 -1.8250 -0.2738 0.0504 0.1131 -0.1278
N 4.9255 -0.7985 -3.1112 0.0913 -0.0358 0.2236
C 4.9333 0.1483 -4.2166 -0.0685 0.0431 -0.0683
C 5.9547 -0.3665 -5.2521 0.0403 -0.0429 -0.0426
N 6.1674 -1.8206 -4.9575 -0.1625 -0.0394 0.0920
C 6.9682 -1.9591 -3.6956 0.0152 -0.0067 -0.0534
C 6.2886 -1.0430 -2.6581 0.0624 0.0630 0.0236
H 5.3170 -4.6298 1.4682 0.0065 -0.0096 -0.0056
H 4.3791 -3.4984 2.4488 -0.0223 -0.0052 0.0057
H 5.2349 -2.9184 1.0227 -0.0032 0.0141 -0.0126
H 2.8697 -4.8830 1.0000 0.0438 0.0184 0.0365
H 3.6998 -4.3322 -0.4300 -0.0019 -0.0204 0.0383
H 1.4050 -3.6974 2.1309 0.0252 -0.0030 0.0168
H 1.4927 1.2906 -0.7958 -0.0272 0.0150 0.0282
H 4.3186 -2.7100 -1.4654 0.0533 0.0214 -0.0127
H 5.2186 1.1618 -3.9208 -0.0088 -0.0290 -0.0329
H 3.9374 0.1904 -4.6546 0.0133 0.0257 0.0270
H 6.9276 0.1113 -5.1510 -0.0211 0.0194 -0.0466
H 5.6111 -0.2603 -6.2780 -0.0370 0.0234 0.0305
H 6.5618 -2.3417 -5.7368 0.0799 0.0459 0.0050
H 5.2386 -2.1940 -4.7191 0.0522 -0.0323 -0.0901
H 7.9912 -1.6612 -3.9171 -0.0002 -0.0378 0.0090
H 6.9450 -3.0115 -3.4178 -0.0082 0.0252 0.0494
H 6.8452 -0.1019 -2.5553 0.0181 -0.0306 0.0067
H 6.2864 -1.5283 -1.6868 -0.0329 0.0181 -0.0080
O -1.7956 0.1575 -0.5594 0.1720 0.0299 -0.0445
N -2.5760 0.9044 -1.2957 -0.0349 -0.0848 0.0810
C -3.3395 0.2882 -2.2246 0.0258 0.0371 0.0005
C -4.1356 0.9919 -3.0895 0.0170 0.0282 0.0385
C -4.1621 2.3850 -2.9797 -0.0138 -0.0659 -0.0460
C -3.4183 2.9933 -2.0009 0.0047 0.0373 0.0644
C -2.6163 2.2628 -1.1038 -0.0395 -0.0604 -0.0794
S -1.7200 2.9383 0.1750 0.0857 -0.0367 0.0332
H -3.2430 -0.7862 -2.1992 -0.0226 -0.0018 -0.0310
H -4.7287 0.4592 -3.8178 -0.0078 0.0022 -0.0167
H -4.7708 2.9808 -3.6473 -0.0158 -0.0110 -0.0047
H -3.4320 4.0661 -1.8723 -0.0062 0.0064 0.0027
S -0.4375 2.1759 3.6650 -0.0150 0.0010 -0.1197
C -1.2162 3.6215 3.2594 -0.0336 -0.0436 0.1624
N -0.4984 4.6945 2.8585 -0.0333 -0.0384 -0.0349
C -1.0905 5.8745 2.2534 0.0162 0.0594 -0.0929
C -2.4508 6.1241 2.8809 -0.0188 -0.0097 -0.0422
C -3.2743 4.8539 2.7622 -0.0613 0.0218 -0.0567
N -2.5437 3.7527 3.3633 -0.0618 -0.2168 0.0089
H 0.4617 4.4735 2.6576 0.0258 0.0019 0.0390
H -1.2027 5.7302 1.1713 0.0113 0.0159 0.0654
H -0.4185 6.7168 2.4243 -0.0139 0.0291 -0.0068
H -2.9488 6.9511 2.3734 -0.0046 -0.0132 -0.0063
H -2.3300 6.3903 3.9329 -0.0006 0.0106 0.0184
H -3.4756 4.6284 1.7067 0.0007 0.0282 0.0908
H -4.2279 4.9462 3.2826 0.0061 0.0402 0.0059
H -3.0422 2.8623 3.4511 0.1479 0.1209 -0.0491
```
Forces are in eV/Å.

For the HOMO energy (spin up / spin down), the calculation gives -6.007 / -5.856 eV. As for the energy above the lowest of the compared OMol25 structures with the same formula, charge and spin: 0.0 kJ/mol. As for the multiplicity: 5. The value obtained for the largest force on an atom is 0.0086 hartree/bohr.

What is the formula in the fifth record? C4HBrN2

What is the formula in the sixth record? C31H35FFeN8O6S2